Entry from the OMol25 dataset: a cluster of 3 separate species, C17H29B3N2O8S in total at a distorted geometry (ωB97M-V/def2-TZVPD).

Calculated values
DFT total energy	-1849.61634	Ha
HOMO-LUMO gap	9.45	eV
net charge	0
SMILES	B1OBOB(CCCCCCCSc2nnco2)O1.O=C1CCCO1.O=C1CCCO1

Bonds (Å) are listed after each position.
Element x y z (Å)
1 C 1.69 0.75 -4.62  O2 1.437, H19 1.092, H40 1.087, C55 1.526
2 O 0.28 0.92 -4.36  C1 1.437, C21 1.358
3 H -0.88 -1.92 -1.96  C37 1.096
4 H -0.71 -1.02 1.64  C11 1.089
5 H 4.60 2.64 0.61  C12 1.086
6 N 0.54 0.58 2.79  C18 1.284, N47 1.399
7 H 6.31 1.04 0.06  C38 1.091
8 O -6.32 -2.37 2.80  B14 1.383, B50 1.384
9 H -4.84 0.74 -0.33  C22 1.094
10 C -3.25 -0.25 0.74  C22 1.548, H31 1.096, C36 1.530, H39 1.098
11 C -0.28 -2.01 1.46  H4 1.089, H28 1.091, C51 1.533, S58 1.826
12 C 4.45 1.63 0.98  H5 1.086, C29 1.517, C38 1.528, H53 1.092
13 H 0.90 -1.99 -0.35  C51 1.095
14 B -5.54 -3.03 1.87  O8 1.383, O15 1.378, H32 1.189
15 O -5.46 -2.54 0.58  B14 1.378, B25 1.399
16 H -0.17 0.26 -0.72  C24 1.098
17 H -0.17 -3.37 -0.20  C51 1.096
18 C 1.33 -0.41 3.00  N6 1.284, O23 1.353, S58 1.734
19 H 2.08 0.02 -3.91  C1 1.092
20 H 2.22 2.72 -5.32  C55 1.091
21 C 0.08 2.02 -3.58  O2 1.358, O56 1.194, C59 1.514
22 C -4.47 -0.28 -0.21  H9 1.094, C10 1.548, B25 1.555, H52 1.094
23 O 2.32 -0.12 3.86  C18 1.353, C30 1.361
24 C -1.20 -0.09 -0.88  H16 1.098, C36 1.548, C37 1.535, H46 1.091
25 B -5.55 -1.14 0.51  O15 1.399, C22 1.555, O45 1.396
26 C 5.08 -0.63 0.66  H33 1.092, C38 1.526, H48 1.087, O54 1.437
27 H 6.31 0.77 1.80  C38 1.088
28 H -0.91 -2.75 1.96  C11 1.091
29 C 3.46 0.90 0.09  C12 1.517, O44 1.196, O54 1.352
30 C 2.06 1.18 4.17  O23 1.361, H43 1.078, N47 1.271
31 H -2.94 -1.27 0.99  C10 1.096
32 H -4.89 -3.98 2.18  B14 1.189
33 H 4.79 -1.13 1.58  C26 1.092
34 H 1.27 3.79 -3.38  C59 1.087
35 H -2.14 -2.07 -0.76  C37 1.094
36 C -2.08 0.58 0.20  C10 1.530, C24 1.548, H42 1.095, H49 1.094
37 C -1.16 -1.63 -0.94  H3 1.096, C24 1.535, H35 1.094, C51 1.533
38 C 5.69 0.74 0.91  H7 1.091, C12 1.528, C26 1.526, H27 1.088
39 H -3.56 0.21 1.69  C10 1.098
40 H 1.80 0.37 -5.63  C1 1.087
41 H 1.72 2.45 -2.32  C59 1.091
42 H -2.52 1.48 -0.26  C36 1.095
43 H 2.70 1.71 4.86  C30 1.078
44 O 2.45 1.30 -0.40  C29 1.196
45 O -6.56 -0.56 1.28  B25 1.396, B50 1.379
46 H -1.48 0.29 -1.86  C24 1.091
47 N 1.03 1.63 3.57  N6 1.399, C30 1.271
48 H 5.72 -1.30 0.08  C26 1.087
49 H -1.47 0.94 1.03  C36 1.094
50 B -6.58 -1.03 2.57  O8 1.384, O45 1.379, H57 1.188
51 C -0.11 -2.29 -0.04  C11 1.533, H13 1.095, H17 1.096, C37 1.533
52 H -4.18 -0.69 -1.18  C22 1.094
53 H 4.02 1.67 1.98  C12 1.092
54 O 3.89 -0.37 -0.10  C26 1.437, C29 1.352
55 C 2.31 2.13 -4.41  C1 1.526, H20 1.091, C59 1.527, H60 1.088
56 O -1.00 2.30 -3.15  C21 1.194
57 H -6.77 -0.28 3.48  B50 1.188
58 S 1.32 -2.02 2.34  C11 1.826, C18 1.734
59 C 1.40 2.71 -3.33  C21 1.514, H34 1.087, H41 1.091, C55 1.527
60 H 3.36 2.08 -4.13  C55 1.088